# 1
52
Properties=species:S:1:pos:R:3:forces:R:3 method="wB97M-V/def2-TZVPD" lumo_ha="-0.333 / -0.333" total_charge=+2 e_tot_ha=-1211.572462 homo_energy_ev="-14.6652 / -14.6647" largest_force_ha_per_bohr=0.0083
Pt 0.0484 0.3609 -0.7496 -0.16 -0.18 0.04
C 0.3783 -1.2704 2.3684 -0.04 -0.02 -0.08
C 0.0264 -1.9871 1.2284 -0.04 -0.35 0.19
C -1.0582 -1.2682 0.4303 0.07 0.41 0.11
C -1.2852 -0.0754 1.1053 0.36 -0.13 -0.12
C -0.5346 -0.2332 2.4317 -0.20 0.14 -0.12
C -0.9664 0.4514 3.6606 0.07 -0.01 0.01
C -2.5130 0.7680 1.0365 -0.05 -0.02 -0.12
C -2.2112 -1.9594 -0.2665 0.01 -0.10 0.04
C 0.4750 -3.3627 0.9665 -0.15 0.05 -0.04
C 1.3704 -1.6406 3.4236 0.03 0.04 0.04
H -1.6990 -0.2114 4.1439 -0.01 0.00 0.02
H -1.4605 1.4026 3.4786 0.01 -0.01 -0.01
H -0.1460 0.5656 4.3704 -0.01 -0.03 0.01
H -3.3247 0.2945 1.6006 0.02 0.01 0.03
H -2.8494 0.8851 0.0080 -0.03 -0.02 0.01
H -2.3487 1.7595 1.4560 0.02 0.01 -0.04
H -2.4192 -1.5471 -1.2512 0.00 0.00 -0.02
H -3.1059 -1.8205 0.3445 -0.01 0.01 -0.04
H -2.0740 -3.0347 -0.3617 0.09 0.03 -0.06
H -0.4058 -4.0098 0.8831 0.05 -0.03 -0.03
H 1.1263 -3.7448 1.7453 -0.01 0.00 0.01
H 0.9988 -3.4357 0.0106 0.02 0.07 -0.09
H 0.8806 -2.0155 4.3242 -0.01 0.01 -0.02
H 1.9670 -0.7717 3.7042 0.00 -0.01 0.03
H 2.0606 -2.4046 3.0763 0.01 0.01 -0.01
O 1.3293 1.6200 -4.3972 -0.02 0.01 -0.03
C 0.9548 0.9781 -3.4441 -0.06 0.01 0.07
N 0.7530 1.4704 -2.2024 0.17 0.22 0.03
C 0.9027 2.9030 -2.0185 -0.14 -0.16 0.06
C 0.8275 3.1788 -0.5599 -0.03 -0.10 -0.16
C 1.0893 4.4389 -0.0391 0.02 0.05 -0.03
C 1.1255 4.6314 1.3233 0.01 -0.02 -0.01
C 0.9448 3.5239 2.1473 0.00 0.00 -0.01
C 0.6685 2.3133 1.5695 0.09 -0.12 -0.03
N 0.5472 2.1260 0.2375 0.00 0.09 0.29
C 0.6469 -0.4802 -3.4984 -0.07 0.14 0.06
C 0.8327 -1.1812 -4.6692 0.03 0.03 -0.02
C 0.5530 -2.5352 -4.6971 0.01 -0.01 0.02
C 0.1188 -3.1271 -3.5226 0.00 0.00 -0.02
C -0.0493 -2.3526 -2.3937 0.03 0.05 0.09
N 0.1825 -1.0303 -2.3561 -0.03 -0.19 -0.15
H 0.1226 3.4506 -2.5584 0.01 0.00 -0.02
H 1.8602 3.2438 -2.4203 0.02 0.01 0.03
H 1.2837 5.2495 -0.7283 0.01 0.01 0.01
H 1.3325 5.6068 1.7419 -0.01 0.01 -0.01
H 1.0375 3.5937 3.2217 0.00 0.01 0.00
H 0.6130 1.4311 2.1842 0.01 0.10 -0.09
H 1.1978 -0.6308 -5.5260 -0.01 0.00 0.00
H 0.6779 -3.1149 -5.6014 0.01 0.00 0.00
H -0.1000 -4.1843 -3.4695 0.01 0.00 0.00
H -0.3822 -2.8180 -1.4920 -0.09 -0.04 0.17



# 2
52
Properties=species:S:1:pos:R:3:forces:R:3 method="wB97M-V/def2-TZVPD" lumo_ha=-0.039 smiles="CN(C)C(=NCc1ccccc1)N(C)C.N#CC(C#N)=Cc1ccccc1" e_tot_ha=-1126.996588 homo_energy_ev=-7.8006 largest_force_ha_per_bohr=0.0642
C 1.4747 -2.6644 2.1223 -0.08 0.03 0.03
N 1.6680 -4.0969 2.2735 -0.42 0.02 -0.37
C 2.5120 -4.7145 1.2573 -0.05 0.00 0.03
C 1.8116 -4.5483 3.5852 0.11 1.38 1.12
N 1.9824 -3.6244 4.4935 0.76 -0.80 -1.19
C 2.7108 -3.9329 5.6844 -0.18 -0.27 1.09
C 3.3299 -2.7512 6.4199 -0.14 0.06 -0.47
C 2.5409 -1.7906 7.0557 0.42 0.11 0.29
C 3.1498 -0.8304 7.8765 0.10 -0.24 -0.29
C 4.5446 -0.8119 8.0250 -0.07 -0.24 -0.26
C 5.3355 -1.7343 7.3253 -0.31 0.13 -0.01
C 4.7235 -2.6856 6.5093 -0.30 0.09 0.31
N 1.7390 -5.9148 3.7405 0.01 -0.26 -0.30
C 1.0209 -6.7275 2.7538 0.16 -0.02 0.00
C 1.7688 -6.5911 5.0296 0.24 0.08 0.10
H 1.0867 -2.2931 3.0744 0.09 0.14 -0.41
H 2.4045 -2.1255 1.8761 -0.16 -0.18 0.18
H 0.7517 -2.4843 1.3192 0.07 -0.09 -0.03
H 2.8973 -5.6629 1.6424 0.13 0.30 -0.28
H 1.9284 -4.9166 0.3527 0.12 0.00 -0.03
H 3.3493 -4.0546 0.9838 -0.11 -0.13 0.15
H 2.0285 -4.4275 6.4021 0.52 0.03 0.16
H 3.5730 -4.5999 5.4729 -0.48 0.13 0.09
H 1.4562 -1.8162 6.9207 0.33 0.01 0.14
H 2.5299 -0.1051 8.4046 0.21 -0.14 -0.13
H 5.0185 -0.0734 8.6709 -0.15 -0.17 -0.14
H 6.4225 -1.7281 7.4121 -0.28 0.12 0.03
H 5.3104 -3.4178 5.9512 -0.04 0.21 0.23
H 0.8486 -6.1496 1.8470 -0.20 -0.35 0.26
H 1.6282 -7.6137 2.5238 -0.18 0.13 -0.09
H 0.0592 -7.0796 3.1599 0.18 0.19 -0.04
H 2.5563 -6.1992 5.6770 -0.43 -0.33 -0.22
H 0.7944 -6.5358 5.5443 0.24 0.00 -0.09
H 2.0016 -7.6384 4.8219 -0.11 0.03 0.13
N 3.2037 0.4062 0.6052 -2.62 0.88 0.20
C 2.0971 0.7843 0.6945 3.06 -1.21 -0.27
C 0.7543 1.2430 0.7882 -1.03 -1.06 0.02
C 0.6047 2.6246 1.1043 -0.45 3.17 0.59
N 0.4818 3.7636 1.3585 0.37 -2.76 -0.58
C -0.3043 0.3811 0.6656 0.96 0.76 -0.05
C -1.6883 0.8158 0.6896 -1.55 0.31 -0.01
C -2.0989 2.0386 0.1030 0.20 -0.37 0.16
C -3.4292 2.4470 0.1467 -0.09 -0.30 0.15
C -4.3823 1.6504 0.7970 0.38 -0.05 0.08
C -3.9996 0.4393 1.3963 0.00 0.17 -0.25
C -2.6800 0.0053 1.3012 0.55 0.33 -0.18
H -0.0986 -0.6841 0.5354 0.04 0.37 0.09
H -1.3628 2.6559 -0.4124 -0.27 -0.16 0.14
H -3.7193 3.3913 -0.3252 0.09 -0.42 0.20
H -5.4218 1.9761 0.8364 0.27 -0.10 0.03
H -4.7370 -0.1719 1.9264 0.29 0.23 -0.29
H -2.3698 -0.9536 1.7211 -0.18 0.24 -0.02



# 3
57
Properties=species:S:1:pos:R:3:forces:R:3 method="wB97M-V/def2-TZVPD" lumo_ha=0.020 smiles="CCn1c(CNC(=O)c2ccc(OC)c(OC)c2)nnc1SCC(=O)Nc1ccccc1" e_tot_ha=-1826.294288 homo_energy_ev=-8.1735 largest_force_ha_per_bohr=0.0230
C 1.9580 1.0587 -0.8462 0.05 -0.17 -0.14
C 2.2848 -0.2889 -1.4825 0.17 0.60 -0.21
N 1.6939 -1.3729 -0.7396 -0.16 -0.68 0.54
C 0.5565 -2.0950 -0.9934 0.04 -0.11 0.03
C -0.3229 -1.9207 -2.1810 0.16 0.01 -0.13
N -1.0404 -0.6656 -2.1397 -0.13 -0.11 0.14
C -0.7440 0.3600 -2.9773 -0.13 -0.14 0.16
O 0.1324 0.2623 -3.8209 0.13 0.09 -0.25
C -1.5522 1.5908 -2.8001 -0.12 0.43 -0.05
C -2.1946 1.9417 -1.6191 0.10 -0.09 -0.21
C -2.9022 3.1233 -1.5603 -0.06 0.19 -0.18
C -3.0045 3.9860 -2.6513 0.03 -0.13 0.15
O -3.7526 5.0894 -2.4074 0.16 -0.36 0.13
C -3.9538 6.0881 -3.3841 -0.15 0.45 -0.29
C -2.3406 3.6413 -3.8482 -0.03 0.08 -0.04
O -2.4307 4.4939 -4.9159 -0.16 -0.06 0.47
C -1.7491 4.1626 -6.1021 0.11 -0.04 -0.21
C -1.6256 2.4557 -3.8898 0.02 -0.08 0.03
N 0.3508 -2.9570 -0.0391 -0.88 -0.22 -0.75
N 1.3379 -2.8323 0.8616 0.72 0.22 0.32
C 2.1382 -1.8808 0.4440 -0.10 -0.12 -0.06
S 3.5809 -1.3245 1.2311 0.32 0.14 0.16
C 3.7657 -2.5953 2.5263 -0.09 0.19 -0.14
C 2.9373 -2.2849 3.7762 0.13 -0.20 -0.38
O 3.4581 -1.8349 4.7734 0.17 0.14 0.25
N 1.6314 -2.5823 3.6102 -0.26 -0.21 -0.16
C 0.5757 -2.4181 4.5109 -0.09 0.12 0.28
C -0.7037 -2.7268 4.0498 0.06 0.01 0.00
C -1.7942 -2.5915 4.8861 0.00 0.00 -0.01
C -1.6239 -2.1486 6.1881 -0.10 0.03 0.12
C -0.3538 -1.8422 6.6456 -0.14 -0.03 -0.04
C 0.7471 -1.9734 5.8181 0.20 0.05 0.05
H 2.3369 1.1023 0.1724 -0.01 0.07 0.09
H 2.4208 1.8509 -1.4265 0.05 0.13 -0.04
H 0.8831 1.2265 -0.8332 -0.08 0.03 0.02
H 3.3682 -0.4418 -1.4927 -0.10 -0.05 -0.11
H 1.9040 -0.3197 -2.5057 0.12 -0.08 0.10
H -1.0244 -2.7583 -2.2029 0.15 0.07 -0.01
H 0.2724 -1.9126 -3.1002 -0.18 -0.08 0.11
H -1.7890 -0.5783 -1.4732 0.00 0.07 -0.10
H -2.1303 1.3295 -0.7319 0.01 -0.06 0.09
H -3.4041 3.4209 -0.6534 -0.06 0.05 0.10
H -3.0128 6.5490 -3.6901 -0.09 -0.03 0.03
H -4.5826 6.8336 -2.8977 0.05 -0.05 -0.05
H -4.4676 5.6957 -4.2636 0.04 0.05 0.08
H -1.9540 4.9820 -6.7897 0.05 -0.09 0.00
H -2.1201 3.2274 -6.5323 0.03 0.02 0.02
H -0.6700 4.0868 -5.9390 -0.04 -0.02 -0.01
H -1.0959 2.1586 -4.7803 0.04 0.03 -0.10
H 4.8227 -2.5741 2.7899 -0.13 -0.02 0.02
H 3.4942 -3.5522 2.0833 0.07 -0.04 0.04
H 1.3520 -2.9103 2.6778 0.22 0.06 0.18
H -0.8304 -3.0724 3.0334 -0.02 -0.04 -0.12
H -2.7817 -2.8336 4.5209 -0.07 -0.02 -0.04
H -2.4773 -2.0439 6.8413 -0.07 0.01 0.05
H -0.2144 -1.4969 7.6593 0.02 0.03 0.08
H 1.7345 -1.7337 6.1755 0.03 0.00 -0.01